(1)
A cluster of 2 separate species, C6H14N2O in total at a distorted geometry, computed with ωB97M-V/def2-TZVPD.

Its net charge is 0. As for the spin multiplicity: 1. As for the SMILES: C[C@H](O)[C@@H](C)N.C=C=N. The calculation puts the total energy at -421.699331 a.u. As for the highest occupied orbital energy: -0.33208 Ha. As for the energy relative to the best compared isomer or geometry (same formula, charge and spin): 63.3 kcal per mole.

Geometry as XYZ:
```
23
Properties=species:S:1:pos:R:3:mulliken_charge:R:1
O -0.046 0.285 1.323 -0.62
N -1.977 -2.212 -1.251 -0.46
N 1.872 -0.952 -0.356 -0.74
C 2.307 1.417 -0.076 -1.51
C -0.083 0.555 -0.050 1.09
C -2.085 -1.793 1.239 -1.16
C -1.947 -2.023 -0.048 0.71
C 1.340 0.374 -0.633 0.21
C -0.723 1.903 -0.360 -1.69
H -1.769 1.907 -0.054 0.45
H 1.909 -1.077 0.652 0.32
H 2.260 1.418 1.011 0.28
H -2.021 -3.150 -1.626 0.28
H 2.064 2.412 -0.438 0.36
H 3.319 1.161 -0.378 0.43
H -1.010 0.265 1.644 0.42
H -0.673 2.112 -1.426 0.34
H 1.274 0.481 -1.722 0.41
H -3.058 -1.861 1.695 0.34
H -0.731 -0.254 -0.504 -0.47
H -1.254 -2.006 1.895 0.36
H 1.235 -1.661 -0.708 0.26
H -0.203 2.700 0.171 0.38
```



(2)
A cluster of 2 separate species, C6H14N2O2 in total at a distorted geometry, computed with ωB97M-V/def2-TZVPD.

Its net charge is 0. As for the spin multiplicity: 1. As for the SMILES: CN(C)C=O.CN(C)C=O. The calculation puts the total energy at -496.980770 a.u. As for the highest occupied orbital energy: -0.33217 Ha. As for the energy relative to the best compared isomer or geometry (same formula, charge and spin): 48.2 kcal per mole.

Geometry as XYZ:
```
24
Properties=species:S:1:pos:R:3:mulliken_charge:R:1
O 2.577 -0.394 0.433 -0.56
O 0.971 2.110 -0.618 -0.55
N 1.306 -2.093 1.317 0.13
N -1.104 2.199 -1.569 0.11
C -1.297 0.762 -1.329 -0.70
C -0.001 -2.662 1.547 -0.85
C -2.159 3.033 -2.123 -0.83
C 0.014 2.751 -1.089 -0.02
C 1.624 -1.154 0.405 0.15
C 2.253 -2.370 2.394 -0.96
H 3.252 -1.910 2.311 0.29
H -2.179 0.445 -1.910 0.34
H -1.812 3.795 -2.841 0.31
H -1.485 0.551 -0.262 0.26
H 2.376 -3.462 2.489 0.33
H -2.886 2.376 -2.631 0.26
H -0.760 -1.980 1.129 0.28
H -0.069 -3.629 1.020 0.27
H -0.427 0.170 -1.657 0.19
H -0.225 -2.826 2.614 0.34
H -2.668 3.543 -1.288 0.34
H 0.896 -1.126 -0.442 0.25
H 1.765 -1.990 3.307 0.34
H 0.037 3.861 -1.208 0.31
```



(3)
A cluster of 2 separate species, C6H14N2O2 in total at a distorted geometry, computed with ωB97M-V/def2-TZVPD.

Its net charge is 0. As for the spin multiplicity: 1. As for the SMILES: CNC(C)=O.CNC(C)=O. The calculation puts the total energy at -497.028843 a.u. As for the highest occupied orbital energy: -0.32953 Ha. As for the energy relative to the best compared isomer or geometry (same formula, charge and spin): 18.0 kcal per mole.

Geometry as XYZ:
```
24
Properties=species:S:1:pos:R:3:mulliken_charge:R:1
O -1.939 -3.178 -0.834 -0.63
O 0.681 1.010 0.294 -0.61
N -0.963 -1.794 0.665 -0.15
N 1.798 2.705 -0.679 -0.27
C -2.775 -0.946 -0.735 -0.93
C 0.811 2.682 -1.750 -0.82
C 2.501 1.947 1.530 -1.04
C 1.555 1.856 0.378 0.63
C -0.321 -2.865 1.396 -0.92
C -1.838 -2.056 -0.368 0.64
H 2.196 1.354 2.388 0.30
H -2.764 -0.805 -1.821 0.31
H -0.204 2.844 -1.394 0.28
H 0.917 1.744 -2.295 0.25
H -0.895 -3.115 2.290 0.25
H 0.673 -2.534 1.662 0.33
H 2.717 2.990 1.759 0.33
H -3.797 -1.132 -0.416 0.25
H 2.098 3.642 -0.453 0.28
H -2.431 0.000 -0.336 0.26
H 1.037 3.427 -2.507 0.35
H -0.554 -0.870 0.620 0.32
H 3.427 1.436 1.276 0.28
H -0.313 -3.763 0.785 0.32
```



(4)
A cluster of 2 separate species, C6H14N2O2 in total at a distorted geometry, computed with ωB97M-V/def2-TZVPD.

Its net charge is 0. As for the spin multiplicity: 1. As for the SMILES: CNC(C)=O.CNC(C)=O. The calculation puts the total energy at -496.948522 a.u. As for the highest occupied orbital energy: -0.34507 Ha. As for the energy relative to the best compared isomer or geometry (same formula, charge and spin): 68.4 kcal per mole.

Geometry as XYZ:
```
24
Properties=species:S:1:pos:R:3:mulliken_charge:R:1
O -1.621 1.356 -3.614 -0.59
O 0.124 -1.226 0.865 -0.51
N -1.276 1.175 -1.265 -0.20
N 2.062 -0.860 1.985 -0.24
C 0.634 -0.958 1.892 0.56
C -1.247 -0.806 -2.782 -0.65
C -0.182 -0.991 3.192 -0.99
C -1.338 0.702 -2.608 0.54
C -1.277 2.645 -0.896 -0.72
C 2.631 -0.939 0.627 -0.71
H -1.576 3.124 -1.813 0.34
H -1.157 -0.563 2.975 0.28
H -0.361 0.839 -0.862 0.13
H -0.381 2.971 -0.281 0.23
H 2.479 -2.027 0.485 0.27
H 0.270 -0.472 4.045 0.37
H -0.167 -2.176 3.582 0.24
H -2.048 2.981 -0.127 0.24
H 2.508 -0.319 2.591 0.24
H 2.050 -0.656 -0.264 0.18
H -0.500 -1.077 -3.543 0.26
H 3.597 -0.417 0.566 0.33
H -2.279 -1.125 -3.009 0.25
H -0.944 -1.182 -1.743 0.16
```